Below is C20H42IN3OReSi4 as an isolated structure, with properties calculated with wB97M-V/def2-TZVPD.

ORCA input file:
```
! wB97M-V def2-TZVPD RIJCOSX def2/J DEFGRID3
* xyz 2 2
Re -1.37891 0.49656 0.00403
I -2.21917 3.08299 -1.76649
Si 1.99728 -0.80123 -2.01026
Si 2.71921 3.74185 -1.15752
Si 2.18317 0.32038 1.78879
Si 0.93990 0.26988 -0.20651
O -1.60105 -1.59506 0.30528
N -1.76721 -3.66185 1.15637
N -3.58167 0.36165 -0.07326
N -6.48027 -0.71268 -3.69742
C -1.59013 2.55781 0.23661
C -4.37606 0.59787 0.98495
C 1.46031 -2.57031 -1.74962
C -5.53375 -0.06599 -1.37756
C 3.85328 -0.69963 -1.96366
C 1.52950 3.58701 -2.49780
C 3.91058 1.01400 1.68113
C -1.62158 -2.35850 1.31312
C 4.38006 3.07086 -1.36194
C 1.20847 1.26300 3.08219
C -6.07326 -0.42360 -2.66460
C 2.26779 4.51670 0.40856
C -1.94872 -4.26652 -0.16483
C -4.16082 0.03099 -1.23485
C -1.47899 -1.81096 2.70130
C 2.26600 -1.51392 2.17339
C -1.77445 -4.57578 2.30404
C 1.32050 -0.12355 -3.60946
C -6.35095 0.19014 -0.28284
C -5.75265 0.52510 0.91868
H 2.04624 3.51794 -3.45717
H 0.28529 0.20874 -3.50555
H 1.90002 -2.98778 -0.84015
H 1.61088 3.83310 0.96288
H 0.37423 -2.64784 -1.67290
H 1.70583 5.44009 0.24951
H 3.20733 -1.92999 1.80740
H 3.91806 2.10402 1.76101
H -2.00142 -3.49393 -0.92187
H -2.34443 -2.07012 3.31199
H 0.97210 2.64902 -2.34861
H 0.79445 4.39177 -2.52081
H 1.21328 0.74625 4.04491
H -2.42633 2.87305 0.86555
H 1.91474 0.71615 -3.97745
H 4.26104 -1.46521 -2.63014
H -1.11361 -4.93234 -0.37856
H -0.59678 -2.22658 3.18948
H -2.87350 -4.84173 -0.16664
H -0.85479 -4.49414 2.88042
H 4.25168 -0.89359 -0.96640
H 0.16784 1.40012 2.78035
H 3.15067 4.71562 1.01631
H 4.42926 0.71856 0.76750
H 4.23666 0.26270 -2.30937
H 2.22819 -1.67339 3.25405
H -3.50755 -0.15659 -2.07761
H -7.42664 0.12748 -0.37747
H 1.78675 -3.18556 -2.59242
H 1.34364 -0.89641 -4.38194
H 1.45718 -2.09006 1.71592
H -3.87643 0.86803 1.90721
H 4.65762 2.46662 -0.49385
H -6.34371 0.73174 1.79917
H -1.37460 -0.72850 2.66034
H -2.62850 -4.39072 2.95393
H -0.74736 3.21065 0.44085
H 4.49608 0.63290 2.52307
H -1.84826 -5.58897 1.92097
H 4.46779 2.48106 -2.27371
H 5.09849 3.89893 -1.41171
H 1.64221 2.25174 3.25171
*
```

Properties
HOMO (alpha / beta) ... -13.167 / -12.846 eV
Energy relative to the best compared isomer or geometry (same formula, charge and spin) ... 75.5 kJ/mol
Gap between HOMO and LUMO (alpha / beta) ... 6.3 / 6.0 eV

=====

Below is C20H42N10OPRu as an isolated structure, with properties calculated with wB97M-V/def2-TZVPD.

ORCA input file:
```
! wB97M-V def2-TZVPD RIJCOSX def2/J DEFGRID3
* xyz 3 5
Ru -0.96208 0.20934 0.72146
P 2.15798 0.45781 -1.81685
O 1.07888 0.51658 -0.77189
N 3.66544 0.52174 -1.12807
N 0.50867 -0.65631 1.98776
N -5.38646 -2.87937 3.26560
N -0.97971 1.77421 2.13373
N 2.08052 -0.92785 -2.71561
N -2.36006 1.13387 -0.57776
N -1.12601 -1.42270 -0.60385
N -2.09844 -1.87772 1.97459
N -2.91761 -0.97240 6.60098
N 1.96604 1.72494 -2.89526
C -2.29342 2.48413 2.16518
C 1.03483 -1.03625 -3.72885
C 0.62226 0.23170 3.19219
C 4.86473 0.59349 -1.95201
C -3.60344 1.57167 0.13338
C -0.93273 -2.69002 1.55688
C -2.46144 -1.24084 -1.23667
C 3.11684 -1.95101 -2.77951
C -0.89737 -2.74870 0.02116
C 1.75334 3.04359 -2.31246
C -3.43566 1.59000 1.65948
C -0.65022 1.05398 3.39521
C -2.23735 -1.66617 3.31260
C -2.57066 0.19969 -1.72231
C -3.24776 -1.75989 4.16982
C 0.32016 -2.11311 2.23972
C -4.46936 -2.38504 3.75067
C -3.10551 -1.34001 5.52974
C 2.62244 1.75433 -4.19441
C 3.84827 0.92485 0.25794
H -3.53661 0.36106 -2.20348
H 0.45943 -1.95675 -3.57773
H -2.50928 2.80940 3.18467
H -3.89379 2.56708 -0.20564
H -1.03621 -3.72004 1.91625
H 3.55794 2.32101 -4.16707
H 1.36395 -0.55076 1.43833
H -3.24418 -1.43601 -0.49987
H 1.18789 -2.68024 1.90256
H 1.31946 2.94196 -1.31826
H 2.87614 1.04579 0.73565
H -0.51382 1.74524 4.23076
H -4.37564 1.94986 2.08012
H -4.41642 0.88863 -0.11454
H 0.20929 -2.28232 3.31234
H -1.90942 1.97266 -0.94450
H 5.28033 1.60492 -1.96306
H -2.96228 -2.18695 1.51585
H 4.42945 0.17137 0.79806
H -3.29046 0.56585 2.03259
H 2.64613 -2.93467 -2.83253
H 3.75019 -1.84524 -3.66448
H 4.39733 1.86747 0.32651
H 4.65587 0.28289 -2.97253
H -0.24870 2.47457 1.99427
H 0.81771 -0.35148 4.09281
H -2.23028 3.37880 1.54323
H 1.46359 0.91256 3.04727
H -1.79303 0.38769 -2.46630
H -0.42154 -1.27553 -1.33301
H 5.63365 -0.06448 -1.54088
H 1.96728 2.25173 -4.91352
H 1.45244 -1.08519 -4.73684
H 2.82715 0.74916 -4.55481
H -1.47981 0.39015 3.64842
H -1.66443 -3.44840 -0.32048
H 0.06785 -3.15124 -0.28588
H 2.68333 3.61721 -2.24345
H 3.73949 -1.91301 -1.88948
H -2.60246 -1.93277 -2.07055
H 0.36830 -0.17565 -3.66908
H 1.06903 3.61509 -2.94429
*
```

Properties
HOMO (alpha / beta) ... -16.422 / -16.413 eV
Gap between HOMO and LUMO (alpha / beta) ... 6.6 / 4.2 eV

=====

Below is C20H42NP3PdSe as an isolated structure, with properties calculated with wB97M-V/def2-TZVPD.

ORCA input file:
```
! wB97M-V def2-TZVPD RIJCOSX def2/J DEFGRID3
* xyz 4 5
Pd -0.93998 0.46036 -0.19487
Se -0.00837 1.91451 -2.14445
P -0.10089 2.19297 1.40093
P 2.84489 -0.99056 -0.57427
P -3.16246 0.16687 -0.06556
N -0.16522 -0.79250 3.13431
C 2.85335 -1.47386 1.18067
C 1.67032 -0.63401 -5.65082
C 1.00779 -1.31749 -4.61561
C 0.54306 -0.58184 -3.53256
C 0.34801 -0.28860 6.73147
C -0.22699 -0.82814 4.30525
C -1.19990 -3.05998 -2.48346
C 0.13157 4.00578 1.12857
C 1.49602 0.77659 -5.79260
C 1.43215 1.83325 2.34627
C -1.39690 -3.01382 -3.80607
C -1.31479 2.35672 2.76742
C -3.52424 -0.59229 1.56936
C -3.72364 -0.96107 -1.39276
C 0.49137 0.82015 -3.59449
C 0.95849 1.50268 -4.72522
C 3.40210 0.69074 -0.85966
C -0.46801 -1.10396 5.71170
C -3.88594 1.86372 -0.21333
C 3.61599 -2.34155 -1.47983
H -4.06683 0.12685 2.21572
H 2.76159 1.08820 -1.64708
H 2.32276 1.98209 1.72002
H 3.28683 -2.30724 -2.52748
H -0.75977 4.45768 0.67552
H -4.11594 -1.51800 1.45219
H -4.71446 -0.71900 -1.79968
H -3.24311 2.38474 -0.93670
H -1.42743 1.39900 3.28188
H -0.72314 -3.51347 -4.53359
H 3.28183 -3.27944 -1.01128
H 3.02386 -2.56181 1.29945
H 3.22676 1.27723 0.04102
H -3.73949 -1.98732 -1.01069
H -2.00558 -2.80433 -1.79781
H 1.40833 -0.58792 6.77596
H 1.92276 -1.16578 1.67607
H -2.25614 -2.61300 -4.39517
H 0.87476 -2.38937 -4.62964
H 0.28147 4.46630 2.12604
H 2.22962 -1.20085 -6.37516
H 1.48964 -0.91386 -1.08655
H 0.99627 4.21327 0.49057
H -2.95915 -0.86661 -2.17846
H 1.49342 2.48306 3.23195
H 0.90944 2.58750 -4.77988
H 4.45613 0.73064 -1.15540
H -0.05952 -0.51355 7.72148
H 1.84308 1.27926 -6.69082
H -1.53306 -0.89599 5.88855
H -0.32322 -3.55478 -2.03385
H -0.26807 -2.16083 5.88500
H 4.71302 -2.29461 -1.44728
H 0.10423 -1.03719 -2.64123
H -4.92659 1.86311 -0.56103
H 3.72224 -0.96197 1.66447
H -3.81759 2.36797 0.76650
H 1.41754 0.79420 2.68905
H -2.52495 -0.81536 1.99938
H -2.29274 2.65212 2.35895
H 0.26502 0.80197 6.64000
H -0.95157 3.10244 3.48863
*
```

Properties
HOMO (alpha / beta) ... -20.257 / -20.397 eV
Energy relative to the best compared isomer or geometry (same formula, charge and spin) ... 0.0 kJ/mol
Gap between HOMO and LUMO (alpha / beta) ... 8.5 / 3.6 eV

=====

Below is C20H42NPPdSi2 as an isolated structure, with properties calculated with wB97M-V/def2-TZVPD.

ORCA input file:
```
! wB97M-V def2-TZVPD RIJCOSX def2/J DEFGRID3
* xyz 2 5
Pd -0.77047 0.08111 0.17424
P -3.03709 -0.50947 -0.24665
Si 1.48857 0.65077 2.76067
Si 2.19638 -1.53348 0.54712
N -0.46764 2.16898 -0.73588
C 1.01139 -0.75868 3.88986
C 0.78280 2.27429 -1.56999
C -1.78853 -1.68996 -3.75211
C 0.51256 2.11863 3.43375
C 2.57260 -1.98214 -1.23535
C 0.21047 0.04309 -2.80125
C 0.08962 -0.22186 -4.18015
C -1.63553 2.50055 -1.58756
C -0.89598 -1.09696 -4.65634
C 1.31119 0.19001 0.86727
C -1.67600 -1.42307 -2.37534
C -3.97522 -1.19509 1.18274
C -0.38922 3.15732 0.36930
C -2.69770 -1.94746 -1.38207
C 1.27070 0.99643 -2.29205
C -4.33947 0.41782 -1.18086
C -0.65880 -0.56931 -1.86704
C 1.22119 -3.03143 1.13451
C 3.23857 1.21048 3.15118
C 3.86829 -1.66129 1.36903
H -4.93835 -1.63165 0.86530
H -3.92298 0.73481 -2.15046
H 1.70308 -1.60912 3.75304
H -0.98664 0.63430 1.71166
H 3.47093 2.10675 2.53974
H 1.85259 -3.93360 1.00183
H 3.28310 -1.26042 -1.68550
H -4.15848 -0.39049 1.91437
H 1.91520 0.44323 -1.59269
H -2.58193 -2.35199 -4.12068
H 4.52266 -0.83537 1.02308
H 0.93501 -2.96024 2.19711
H -0.44926 4.17182 -0.04996
H -0.80537 -1.35630 0.79270
H 0.77473 0.26339 -4.88713
H -3.35574 -1.96657 1.66783
H 1.58771 2.61560 -0.90015
H -0.58160 2.00039 3.32645
H 3.75427 -1.65420 2.46913
H 1.64150 -2.04728 -1.82720
H -5.21512 -0.23084 -1.36005
H 4.33204 -2.62944 1.08992
H 0.31427 -3.17571 0.51667
H 3.05564 -2.98067 -1.25107
H 0.84681 3.07109 2.98496
H 3.29544 1.48560 4.22440
H -0.98001 -1.30255 -5.72907
H 1.09566 -0.42018 4.94293
H 0.57951 3.04575 0.87750
H 0.72766 2.19644 4.51926
H 1.88710 1.00209 0.42089
H -2.27066 -2.74687 -0.74634
H 1.91517 1.33177 -3.12430
H -3.61521 -2.33513 -1.85997
H -1.55859 3.54390 -1.95641
H -0.03515 -1.06528 3.68630
H 0.60999 3.08616 -2.30381
H 4.00486 0.44789 2.95768
H -1.66660 1.81072 -2.44315
H -2.55196 2.39398 -0.99080
H -4.65952 1.30885 -0.61544
H -1.21444 3.00009 1.09442
*
```

Properties
HOMO (alpha / beta) ... -12.075 / -15.528 eV
Energy relative to the best compared isomer or geometry (same formula, charge and spin) ... 189.7 kJ/mol
Gap between HOMO and LUMO (alpha / beta) ... 5.9 / 5.2 eV

=====

Number 1: total energy -2560.139970 Eh, largest force on an atom 1.7 eV Å⁻¹. Number 2: total energy -1845.278259 Eh, largest force on an atom 2.6 eV Å⁻¹. Number 3: total energy -4393.703524 Eh, largest force on an atom 2.7 eV Å⁻¹. Number 4: total energy -1889.415704 Eh, largest force on an atom 3.3 eV Å⁻¹.